No. 1
18
Properties=species:S:1:pos:R:3 method="wB97M-V/def2-TZVPD" e_homo_ev=-10.88 e_above_lowest_ev=2.0354 largest_force_ev_per_a=5.1 homo_lumo_gap_ev=11.24
O 0.346 -2.532 -0.910
H 0.817 -3.437 -0.535
H 0.327 -2.057 -0.036
O 0.619 -0.912 1.288
H -0.168 -0.410 1.738
H 1.060 -0.112 0.882
O -1.638 0.320 2.292
H -1.039 0.649 3.150
H -1.555 1.090 1.662
O -1.353 2.338 0.553
H -0.627 2.067 -0.024
H -2.244 2.016 -0.021
O 1.071 -0.416 -2.550
H 1.043 -1.313 -2.066
H 0.343 -0.480 -3.163
O 0.829 1.075 -0.382
H 1.491 1.801 -0.877
H 0.681 0.313 -1.002

No. 2
18
Properties=species:S:1:pos:R:3 method="wB97M-V/def2-TZVPD" e_homo_ev=-11.28 e_above_lowest_ev=0.4565 largest_force_ev_per_a=2.7 homo_lumo_gap_ev=11.80
O 0.811 -0.073 -2.412
H 1.483 -0.420 -3.027
H 1.002 -0.449 -1.508
O 1.083 -0.932 0.188
H 0.554 -1.689 0.467
H 0.674 -0.150 0.594
O -0.688 -3.042 1.090
H -0.478 -3.222 2.025
H -1.234 -2.212 1.042
O -1.428 -0.528 1.608
H -0.797 0.153 1.345
H -2.252 -0.025 1.787
O 0.269 2.564 -1.720
H 0.561 1.660 -2.051
H -0.646 2.681 -1.836
O 0.073 1.671 0.980
H 0.903 2.008 1.383
H 0.112 2.005 0.047

No. 3
18
Properties=species:S:1:pos:R:3 method="wB97M-V/def2-TZVPD" e_homo_ev=-7.82 e_above_lowest_ev=6.2729 largest_force_ev_per_a=13.8 homo_lumo_gap_ev=7.65
H 1.480 -0.052 -0.804
H 0.217 0.381 -1.531
H -0.859 -0.424 3.349
H -0.831 -0.752 1.865
H 0.736 1.706 0.584
H -0.516 2.443 1.030
H -2.885 -1.738 -1.880
H -3.133 -0.893 -0.641
H 0.840 3.675 -0.485
H 1.962 2.837 -1.075
H 1.556 -2.972 0.017
H 2.262 -3.923 -0.935
O 0.601 0.314 -0.650
O -1.438 -0.603 2.599
O 0.325 2.578 0.578
O -3.468 -1.662 -1.116
O 1.012 2.827 -0.908
O 2.139 -3.740 0.003

No. 4
18
Properties=species:S:1:pos:R:3 method="wB97M-V/def2-TZVPD" e_homo_ev=-10.37 e_above_lowest_ev=1.2972 largest_force_ev_per_a=0.4 homo_lumo_gap_ev=10.37
O 1.904 2.293 -0.790
H 2.163 2.468 0.121
H 2.589 1.722 -1.152
O -1.930 -3.315 -0.821
H -1.282 -3.081 -0.142
H -1.464 -3.230 -1.657
O -1.332 0.616 -2.147
H -0.918 0.127 -2.861
H -1.011 0.204 -1.323
O -0.434 0.115 0.456
H 0.269 0.771 0.544
H -0.161 -0.638 0.997
O 0.138 -2.666 1.241
H -0.135 -3.183 2.008
H 0.952 -3.082 0.937
O 0.516 3.821 1.367
H 0.522 3.309 2.182
H -0.387 3.749 1.040

No. 5
18
Properties=species:S:1:pos:R:3 method="wB97M-V/def2-TZVPD" e_homo_ev=-10.91 e_above_lowest_ev=1.3430 largest_force_ev_per_a=1.1 homo_lumo_gap_ev=11.28
O 0.571 -0.809 1.558
H -0.104 -1.103 2.184
H 0.072 -0.445 0.827
O 2.600 -1.323 -1.398
H 3.438 -1.749 -1.553
H 2.336 -1.660 -0.517
O -0.028 1.710 2.934
H 0.800 1.220 3.048
H -0.189 1.443 2.025
O 0.845 0.844 -1.773
H 0.798 -0.066 -1.437
H 1.707 0.887 -2.165
O -2.061 1.220 -2.190
H -2.443 2.061 -2.453
H -1.114 1.460 -2.145
O -1.966 -1.456 0.936
H -2.417 -1.079 0.180
H -2.339 -2.329 1.086

No. 6
18
Properties=species:S:1:pos:R:3 method="wB97M-V/def2-TZVPD" e_homo_ev=-10.30 e_above_lowest_ev=7.7686 largest_force_ev_per_a=12.4 homo_lumo_gap_ev=10.09
O 0.627 6.548 -0.437
H 0.051 5.927 -0.884
H 0.681 7.296 -1.031
O 0.618 7.806 1.298
H 0.552 7.127 0.626
H 0.106 7.466 2.032
O -0.334 4.339 0.489
H -0.597 3.464 0.773
H 0.492 4.203 0.025
O 2.311 8.504 -2.149
H 2.622 7.643 -2.427
H 1.356 8.439 -2.189
O 1.681 4.808 -0.396
H 1.493 5.746 -0.445
H 2.396 4.739 0.236
O 0.403 8.667 -1.825
H -0.191 9.146 -1.247
H -0.143 8.404 -2.566

No. 7
18
Properties=species:S:1:pos:R:3 method="wB97M-V/def2-TZVPD" e_homo_ev=-10.37 e_above_lowest_ev=1.5206 largest_force_ev_per_a=2.9 homo_lumo_gap_ev=10.54
O -1.154 2.081 -1.011
H -2.050 1.674 -0.774
H -1.072 3.023 -0.983
O 0.370 -0.207 -0.219
H -0.229 0.519 -0.418
H 0.377 -0.700 -1.038
O -0.649 -3.111 0.775
H -0.745 -4.043 0.474
H 0.261 -2.888 0.681
O -0.926 -1.754 -2.810
H -1.435 -0.930 -2.951
H -1.463 -2.551 -2.884
O 1.081 3.040 1.730
H 1.613 2.218 1.888
H 0.312 2.681 1.282
O 2.118 0.582 2.161
H 2.042 0.206 1.299
H 1.555 0.161 2.803